Record 1
The following is a quantum chemistry calculation of a 14-piece molecular cluster, C59H162N17O34P9 overall in a non-equilibrium geometry, from the OMol25 dataset.

Summary:
<S²>: 0.761
2S+1: 2
frontier orbital gap (spin up / spin down): 7.96 / 3.35 eV
HOMO level (spin up / spin down): -9.9 / -9.9 eV
charge: +1

Positions of all 281 atoms, in Å:
O: -1.40349 2.11377 -1.35403
P: -0.51552 1.12576 -0.67980
N: -1.26410 -0.24171 0.06272
C: -0.48989 -1.03025 1.01051
C: -2.72166 -0.33251 0.28786
N: 0.38953 1.87315 0.62398
C: 1.58724 1.28198 1.20083
C: -0.29304 2.76343 1.59757
N: 0.74354 0.58417 -1.64182
C: 0.73251 -0.65081 -2.41146
C: 1.69455 1.49158 -2.23238
H: 0.56666 -1.02197 0.74268
H: -0.66596 -2.10556 1.03872
H: -0.64709 -0.46348 1.92822
H: -3.32921 0.14789 -0.47908
H: -3.00676 0.12989 1.23285
H: -2.96844 -1.38694 0.41187
H: 2.22314 2.06356 1.61658
H: 1.36613 0.60532 2.02627
H: 2.25067 0.80758 0.47771
H: -1.17318 3.25068 1.17799
H: -0.59656 2.00967 2.32409
H: 0.37009 3.45135 2.12209
H: 1.30494 -0.48960 -3.32494
H: 1.26474 -1.39877 -1.82376
H: -0.28671 -0.98266 -2.60943
H: 2.12775 2.17713 -1.50404
H: 1.24554 2.07928 -3.03305
H: 2.50562 0.95219 -2.72159
O: 0.54164 -2.46267 5.92485
P: -0.60595 -1.52956 6.00216
N: -1.26292 -1.36099 7.56505
C: -1.49927 -2.67969 8.17465
C: -0.71859 -0.40506 8.49783
N: -1.82656 -2.14839 5.04424
C: -3.27250 -1.81017 5.23500
C: -1.47812 -3.05939 3.94624
N: -0.36157 0.10796 5.46392
C: 0.99836 0.68333 5.35649
C: -1.39262 1.01724 5.27521
H: -2.26342 -2.54655 8.94045
H: -0.57579 -3.02802 8.63719
H: -1.87492 -3.35092 7.40235
H: 0.30488 -0.61720 8.80703
H: -1.18027 -0.44232 9.48451
H: -0.77004 0.62946 8.15837
H: -3.39633 -1.12904 6.07693
H: -3.73367 -1.48101 4.30384
H: -3.77867 -2.75196 5.44698
H: -0.89209 -3.91803 4.27397
H: -2.38370 -3.28853 3.38452
H: -0.94126 -2.44305 3.22512
H: 0.89449 1.67165 4.90867
H: 1.43170 0.70757 6.35636
H: 1.62955 0.08649 4.69810
H: -1.61746 1.52943 6.21073
H: -2.32429 0.49977 5.04651
H: -1.12890 1.66117 4.43622
O: -2.44880 -7.36423 -2.01471
P: -1.23611 -6.55196 -1.88158
N: -0.56965 -6.07709 -3.39863
C: 0.52036 -5.14749 -3.67686
C: -0.89819 -6.87715 -4.54072
N: 0.10829 -7.39313 -1.16717
C: 0.28922 -8.82033 -1.13513
C: 1.28014 -6.68739 -0.69184
N: -1.49010 -5.13724 -1.01047
C: -2.02528 -5.29090 0.36588
C: -1.91309 -3.87900 -1.57713
H: 0.41181 -4.40560 -2.88571
H: 0.38790 -4.58242 -4.59948
H: 1.50685 -5.61109 -3.67101
H: -0.07619 -7.58253 -4.66259
H: -1.01020 -6.22473 -5.40668
H: -1.83332 -7.43551 -4.49744
H: 0.73056 -9.20405 -2.05496
H: 0.84078 -9.10232 -0.23826
H: -0.64926 -9.37440 -1.11656
H: 2.14374 -6.99704 -1.28041
H: 1.24675 -5.61085 -0.85929
H: 1.37220 -6.86507 0.37964
H: -3.11406 -5.24084 0.37826
H: -1.69583 -6.23827 0.79256
H: -1.68808 -4.49538 1.03035
H: -1.51422 -3.05703 -0.98269
H: -3.00133 -3.86050 -1.63625
H: -1.59476 -3.78107 -2.61499
O: 6.38021 -4.97876 -4.53827
P: 5.73818 -3.66149 -4.18840
N: 6.74615 -2.27781 -4.62089
C: 8.01199 -2.60015 -5.33237
C: 6.57094 -0.87188 -4.18619
N: 5.40744 -3.47585 -2.48631
C: 6.45963 -2.94142 -1.52734
C: 4.38063 -4.23496 -1.79165
N: 4.24632 -3.37590 -4.94943
C: 3.84286 -3.92679 -6.22886
C: 3.53192 -2.14528 -4.63337
H: 8.67041 -1.75417 -5.13519
H: 7.68204 -2.72695 -6.36347
H: 8.46728 -3.49299 -4.90382
H: 6.26177 -0.26278 -5.03560
H: 7.42155 -0.34670 -3.75173
H: 5.75340 -0.88246 -3.46535
H: 7.32273 -2.65982 -2.13056
H: 6.10905 -2.06060 -0.98944
H: 6.88475 -3.73112 -0.90786
H: 4.48430 -5.31964 -1.76288
H: 4.52379 -4.12325 -0.71688
H: 3.36126 -3.94173 -2.04263
H: 2.82219 -4.30516 -6.17267
H: 4.11571 -3.26250 -7.04885
H: 4.47793 -4.79799 -6.38943
H: 2.44604 -2.23766 -4.61290
H: 3.90165 -1.33055 -5.25595
H: 3.78897 -1.96265 -3.58998
C: 4.07321 3.92452 -4.97554
N: 4.79968 2.72747 -4.52820
O: 5.93859 2.89906 -4.19507
O: 4.19229 1.71296 -4.23931
H: 4.53246 4.20297 -5.92404
H: 4.27866 4.69941 -4.23700
H: 3.00569 3.70997 -5.02531
C: -0.38712 3.92189 -5.87404
N: 0.54659 3.28487 -6.76395
O: 0.47155 3.52888 -7.97728
O: 1.27818 2.37235 -6.37230
H: 0.10229 4.82984 -5.52161
H: -0.62573 3.23825 -5.05930
H: -1.26661 4.24278 -6.43227
C: 1.90478 -2.87995 3.32056
N: 1.69494 -3.81541 2.20255
O: 1.74717 -3.38532 1.03059
O: 1.31367 -4.94629 2.51933
H: 2.88966 -2.41392 3.28997
H: 1.96276 -3.41638 4.26766
H: 1.15421 -2.08965 3.30764
C: -2.12687 5.58873 3.69615
N: -1.46313 5.51422 4.99551
O: -1.50483 6.46847 5.73715
O: -1.02561 4.39961 5.29364
H: -2.62783 4.63967 3.50529
H: -1.34021 5.74010 2.95699
H: -2.68394 6.52409 3.64238
C: 0.05806 5.22395 -1.63476
N: 1.51662 5.40146 -1.92405
O: 2.09637 4.41485 -2.40504
O: 2.03367 6.42460 -1.48280
H: -0.03571 4.13865 -1.67252
H: -0.52315 5.77259 -2.37589
H: -0.21751 5.59594 -0.64796
C: -1.36992 -6.94890 4.32469
C: -2.87405 -6.76406 3.88950
O: -3.53920 -5.91647 4.78697
P: -5.10127 -5.52425 4.40047
O: -5.75343 -4.69006 5.37458
O: -5.82701 -6.86618 4.11397
C: -7.28945 -6.90176 4.05123
C: -7.60354 -7.30377 2.59381
O: -4.99022 -4.80541 2.90194
C: -6.14238 -4.08760 2.34297
C: -5.52578 -2.95005 1.47708
H: -0.81422 -7.55363 3.60804
H: -0.89661 -5.96746 4.35351
H: -1.36338 -7.36203 5.33335
H: -2.87997 -6.29772 2.90432
H: -3.28775 -7.77048 3.82564
H: -7.84477 -7.56181 4.71760
H: -7.65291 -5.88633 4.20910
H: -8.66875 -7.11805 2.45630
H: -7.03134 -6.85447 1.78213
H: -7.32747 -8.35157 2.47555
H: -6.70162 -4.72948 1.66228
H: -6.82477 -3.64200 3.06677
H: -6.27962 -2.53781 0.80633
H: -5.15533 -2.19317 2.16844
H: -4.62828 -3.22336 0.92219
C: 8.34300 -2.70036 2.35882
C: 6.86175 -2.53022 2.14620
O: 6.82193 -1.07295 1.83572
P: 5.43031 -0.21467 2.02388
O: 4.14292 -0.88660 1.59184
O: 5.73295 1.18078 1.19963
C: 5.67124 1.19588 -0.20852
C: 7.07267 1.51080 -0.69606
O: 5.46160 0.28212 3.60106
C: 4.52234 1.20192 4.08006
C: 5.15692 2.32250 4.89171
H: 8.63075 -2.12393 3.23805
H: 8.63395 -3.74624 2.45671
H: 8.96089 -2.44271 1.49863
H: 6.36046 -3.14917 1.40210
H: 6.22730 -2.77737 2.99737
H: 5.52493 0.16699 -0.53728
H: 4.91258 1.90923 -0.53048
H: 7.09868 1.69557 -1.76997
H: 7.39426 2.39722 -0.14930
H: 7.83130 0.75467 -0.49398
H: 3.91096 1.56439 3.25367
H: 3.82728 0.59434 4.65957
H: 4.41267 3.03694 5.24352
H: 5.55093 1.88916 5.81098
H: 5.75507 3.11694 4.44542
C: -3.01588 5.71807 0.59334
C: -3.53397 4.77973 -0.52316
O: -4.82610 5.12095 -0.93622
P: -5.07780 5.67745 -2.47702
O: -6.47004 5.98477 -2.76257
O: -4.18088 6.97214 -2.60312
C: -4.12363 7.85123 -3.70669
C: -3.48530 7.20607 -4.92373
O: -4.38991 4.55834 -3.43509
C: -5.11026 3.49670 -4.04663
C: -5.16096 3.79550 -5.54939
H: -3.67947 5.65646 1.45587
H: -1.97377 5.47611 0.80211
H: -2.99838 6.77857 0.34208
H: -2.82652 4.86221 -1.34827
H: -3.61828 3.74546 -0.18959
H: -5.10593 8.29385 -3.87175
H: -3.58172 8.74643 -3.40163
H: -3.91495 6.28063 -5.30724
H: -3.57650 7.81335 -5.82428
H: -2.43456 7.01447 -4.70613
H: -4.54594 2.57981 -3.87649
H: -6.13795 3.36255 -3.70908
H: -5.61583 3.05495 -6.20726
H: -5.68737 4.74457 -5.65067
H: -4.15059 3.87285 -5.95096
C: -7.49450 -0.41239 -6.90955
C: -7.16295 -1.32666 -5.65210
O: -5.93100 -0.90618 -5.06958
P: -5.53648 -1.06705 -3.45980
O: -5.62314 -2.43192 -2.87561
O: -4.11729 -0.31512 -3.33657
C: -3.00077 -0.77824 -4.02781
C: -2.28091 0.50672 -4.48918
O: -6.53990 -0.04750 -2.65365
C: -6.54762 0.03449 -1.22728
C: -6.31451 1.56017 -0.81917
H: -6.91675 -0.84732 -7.72511
H: -8.45773 -0.41241 -7.41972
H: -7.27827 0.64754 -6.77576
H: -8.00647 -1.34444 -4.96197
H: -7.06962 -2.36034 -5.98510
H: -2.39723 -1.50335 -3.48186
H: -3.24069 -1.32093 -4.94215
H: -2.05865 1.21340 -3.68961
H: -1.37849 0.26567 -5.05101
H: -2.97146 1.10433 -5.08423
H: -7.50700 -0.28944 -0.82387
H: -5.82322 -0.68860 -0.85246
H: -5.27172 1.87663 -0.84294
H: -6.95521 2.20011 -1.42584
H: -6.63452 1.78205 0.19890
C: 2.38098 7.05553 5.87119
C: 2.62727 6.04961 4.76100
O: 1.49969 6.15291 3.87820
P: 1.56263 6.84321 2.36244
O: 0.34772 6.59556 1.51181
O: 1.84791 8.40381 2.77039
C: 2.26252 9.36434 1.77970
C: 3.62572 9.79244 2.30170
O: 3.03281 6.31284 1.73900
C: 3.32658 4.92691 1.44595
C: 4.86281 4.74276 1.45793
H: 3.00270 6.93828 6.75878
H: 2.58161 8.06985 5.52622
H: 1.35599 6.88578 6.20084
H: 3.60739 6.19558 4.30695
H: 2.58049 5.05872 5.21272
H: 2.30761 8.92849 0.78166
H: 1.59907 10.22894 1.75988
H: 3.42128 10.31319 3.23718
H: 4.34339 9.00439 2.52979
H: 4.09375 10.50592 1.62347
H: 2.92291 4.24209 2.19172
H: 2.79578 4.66877 0.52959
H: 5.16610 3.73472 1.17514
H: 5.30546 5.40551 0.71435
H: 5.21499 5.07285 2.43522

Record 2
The following is a quantum chemistry calculation of C59H44Br2Cl2HgIN6O4 as an isolated structure in a non-equilibrium geometry, from the OMol25 dataset.

Summary:
<S²>: 0.934
2S+1: 2
frontier orbital gap (spin up / spin down): 3.61 / 4.51 eV
ΔE to the lowest compared entry with this formula, charge and spin: 51.9 kcal/mol
HOMO level (spin up / spin down): -0.4 / -1.3 eV
charge: -2

Positions of all 119 atoms, in Å:
Hg: -0.11464 -0.57935 -0.42362
C: 3.71456 -9.48571 -2.59608
O: 4.31396 -8.77801 -1.54574
C: 3.65122 -7.50615 -1.34994
C: 2.36683 -7.49252 -0.73996
C: 1.77619 -6.30956 -0.58715
C: 2.33446 -5.05308 -0.92485
C: 3.54512 -5.07401 -1.50398
C: 4.24611 -6.34332 -1.67653
C: 1.49613 -3.89512 -0.61189
C: 0.12308 -3.88630 -0.89822
C: -0.53058 -4.86772 -1.79547
C: -1.79646 -4.44732 -1.90369
C: -1.97900 -3.06913 -1.22614
N: -0.71053 -2.87843 -0.59852
C: -3.15268 -2.35371 -1.03479
C: -3.25823 -1.28043 -0.10470
C: -4.51912 -0.74189 0.36623
C: -4.19955 0.17643 1.37912
C: -2.73142 0.14978 1.47756
C: -2.02814 0.90186 2.41513
C: -2.90578 1.81501 3.34505
C: -3.75452 1.32398 4.33017
C: -4.58213 2.18288 5.09222
C: -4.59297 3.53072 4.86665
O: -5.40993 4.28349 5.58544
C: -5.27065 5.66388 5.56808
C: -3.61643 4.04314 3.97867
C: -2.78706 3.20635 3.22268
C: -0.63853 1.03831 2.53102
N: 0.32684 0.60471 1.54564
C: 1.53334 0.96918 1.92035
C: 2.83148 0.55871 1.27450
C: 3.81397 1.53277 1.02778
C: 4.92908 1.14888 0.21913
C: 6.05908 2.06957 0.01093
C: 5.99312 3.41784 0.50724
O: 7.02159 4.39934 0.41565
C: 8.34699 3.82364 0.48021
C: 4.83235 3.79578 1.20847
C: 3.78699 2.93753 1.49314
C: 2.96088 -0.73055 0.83373
C: 4.05923 -1.75212 0.90733
C: 3.64637 -2.97537 0.45085
C: 2.32445 -2.77636 -0.05109
N: 1.93577 -1.55364 0.30302
C: 1.47035 1.57597 3.18537
C: 0.16135 1.63667 3.58458
N: -2.24941 -0.82059 0.66516
C: -4.39624 -2.63176 -1.86814
C: -4.43230 -2.14464 -3.18691
C: -5.61078 -2.03519 -3.86870
C: -6.74811 -2.65810 -3.32224
O: -7.92809 -2.69131 -4.04446
C: -8.14283 -1.83628 -5.12220
C: -6.74584 -3.18006 -2.06496
C: -5.54790 -3.17578 -1.34384
H: 4.37011 -10.34393 -2.80199
H: 3.65113 -8.93537 -3.53454
H: 2.77076 -9.86431 -2.22066
H: 2.01527 -8.49854 -0.53641
H: 0.84904 -6.14588 -0.01096
H: 4.06758 -4.17105 -1.77025
H: 5.20575 -6.26468 -2.11987
H: -0.14925 -5.83107 -2.13598
H: -2.52775 -5.00212 -2.42355
H: -5.54357 -0.86773 -0.07174
H: -4.95822 0.75299 1.94413
H: -3.86099 0.21585 4.48949
H: -5.36893 1.77696 5.67327
H: -5.78318 5.99868 6.42880
H: -5.69039 6.19336 4.74260
H: -4.18234 5.94317 5.61426
H: -3.66703 5.09202 3.57944
H: -2.19929 3.56136 2.40403
H: 5.11122 0.16494 -0.10853
H: 6.77076 1.63252 -0.63437
H: 8.20574 2.75572 0.73064
H: 8.86705 4.40643 1.22989
H: 8.83549 3.91025 -0.48422
H: 4.71253 4.83867 1.45954
H: 3.00282 3.14457 2.20412
H: 4.93169 -1.61747 1.51298
H: 4.20077 -3.93165 0.64453
H: 2.18240 1.88708 3.99552
H: -0.04131 2.14375 4.47753
H: -3.50009 -1.70327 -3.56712
H: -5.62725 -1.60410 -4.84789
H: -9.20761 -1.92806 -5.29734
H: -7.40230 -2.19271 -5.89497
H: -7.75556 -0.81209 -4.86250
H: -7.60353 -3.58003 -1.49437
H: -5.45971 -3.45924 -0.31306
Br: 4.32675 6.12558 -2.51701
C: 3.10906 4.82388 -1.77100
C: 3.31534 3.46512 -1.91391
C: 2.34277 2.65248 -1.35138
N: 1.23891 3.09959 -0.75826
C: 1.04133 4.40838 -0.76260
C: 1.96040 5.33892 -1.22431
C: -0.21783 4.80474 -0.10827
C: -0.16871 5.65275 0.96328
C: -1.35233 6.27052 1.42525
Br: -0.98405 7.43598 2.86252
C: -2.56907 5.90229 0.84614
C: -2.48624 4.95857 -0.19579
N: -1.36500 4.44072 -0.74208
H: 4.22805 3.05360 -2.30548
H: 2.53471 1.50133 -1.35324
H: 1.81519 6.40543 -1.10208
H: 0.73339 5.71470 1.54751
H: -3.49105 6.18217 1.27392
H: -3.43446 4.62369 -0.72825
I: -0.19551 0.14212 -3.02923
Cl: 4.61845 -0.17634 -3.10259
C: 3.27739 -1.29367 -2.85819
Cl: 3.42559 -2.61633 -4.03393
H: 2.43589 -0.70268 -3.03708
H: 3.41820 -1.66148 -1.82162